A 2-piece molecular cluster, C5H14NP overall at a distorted geometry, computed with wB97M-V/def2-TZVPD.

Geometry as XYZ:
```
21
Properties=species:S:1:pos:R:3:forces:R:3
P -0.862 -0.306 0.606 -0.6 0.9 -0.9
N 3.181 -0.437 -0.007 -0.4 -0.3 -2.5
C 2.957 0.978 0.226 -1.0 -2.3 3.4
C -1.108 -1.454 -0.829 -0.1 0.8 -0.5
C -2.631 0.184 0.793 -0.9 -1.2 4.2
C 2.491 -1.333 0.526 -0.3 -0.8 2.8
C -0.476 1.117 -0.541 0.4 -0.1 1.3
H -0.757 2.110 -0.232 0.7 0.5 1.0
H -1.929 -0.833 -1.472 2.0 -2.4 1.0
H 2.003 0.968 0.929 2.0 1.2 -1.0
H 3.913 1.302 0.622 -0.2 0.6 0.9
H -1.302 -2.477 -0.452 -0.8 0.6 -0.5
H -3.291 -0.742 0.962 1.0 1.2 -0.2
H -1.036 1.114 -1.405 -1.9 -0.9 -2.1
H 2.863 1.552 -0.646 -0.7 0.3 -1.5
H -3.017 0.709 -0.024 -0.5 0.9 -1.3
H 0.496 1.010 -0.961 1.2 0.4 0.2
H 2.568 -2.426 0.194 0.1 1.6 0.5
H -2.773 0.818 1.792 0.3 -1.2 -2.2
H -0.089 -1.583 -1.295 -1.2 0.5 -0.1
H 1.914 -1.132 1.579 0.6 -0.4 -2.6
```
Positions in Å, forces in eV/Å.

ΔE to the lowest compared entry with this formula, charge and spin in kcal/mol: 54.1
SMILES: CP(C)C.C=NC
Energy in eV: -16188.0777
Max |F| in hartree/bohr: 0.087
Frontier orbital gap in eV: 9.78
2S+1: 1
Net charge: 0